1.
Entry from OMol25: a molecular structure, C35H63FNbO8 in a non-equilibrium geometry (ωB97M-V/def2-TZVPD).

XYZ file:
```
108
Properties=species:S:1:pos:R:3
C 1.4841 3.3561 2.4705
C 1.5368 4.0253 1.0798
C 2.5728 3.4614 0.1151
O 2.6097 3.9154 -1.0157
O 3.4211 2.4544 0.4725
C 2.6560 1.1735 0.4909
C 3.4237 0.0293 -0.1328
Nb 1.9596 -1.7029 -0.5060
F 0.8024 -0.4002 -1.5008
C 0.3934 -3.2884 -1.0022
C -0.7015 -3.1880 0.0067
O -0.5092 -3.2949 1.2162
C -2.1343 -2.9054 -0.4363
C -2.5600 -1.6125 -0.6316
C -3.8714 -1.4055 -0.9962
C -4.7206 -2.4717 -1.1341
C -4.2873 -3.7643 -0.9523
C -2.9746 -3.9788 -0.5942
C 3.3671 -3.1614 0.4362
C 2.7351 -4.2658 1.3050
C 2.7365 -3.8746 2.7952
O 3.6024 -5.4385 1.2195
C 2.8746 -6.6120 0.9045
C 2.3537 -6.6028 -0.5323
C 3.0903 -6.0201 -1.5473
C 2.5519 -5.9974 -2.8104
C 1.3207 -6.5375 -3.0928
C 0.6016 -7.1306 -2.0751
C 1.1254 -7.1551 -0.8035
H 0.7983 3.8591 3.1579
H 2.4780 3.2424 2.9129
H 1.0900 2.3430 2.3370
H 0.5260 3.9160 0.6426
H 1.6746 5.1012 1.2382
H 2.3964 0.9290 1.5258
H 1.7018 1.3760 -0.0151
H 4.1884 -0.2912 0.5872
H 3.8851 0.3628 -1.0683
H 2.8654 -1.9879 -2.0949
H 1.2282 -1.2163 1.1118
H 0.8527 -4.2842 -0.9622
H 0.0134 -3.0981 -2.0134
H -1.8677 -0.7859 -0.5002
H -4.2311 -0.3901 -1.1388
H -5.7620 -2.2954 -1.3947
H -4.9440 -4.6243 -1.0451
H -2.6050 -4.9857 -0.4198
H 4.0469 -3.6016 -0.2988
H 4.0167 -2.5752 1.1095
H 1.7012 -4.5227 1.0591
H 3.7609 -3.9928 3.1689
H 2.1089 -4.5709 3.3658
H 2.3866 -2.8500 2.9451
H 2.0119 -6.6824 1.5901
H 3.4782 -7.5063 1.1022
H 4.0622 -5.5975 -1.3191
H 3.1034 -5.5111 -3.6117
H 0.9203 -6.4811 -4.1000
H -0.3810 -7.5350 -2.3017
H 0.5043 -7.6077 -0.0321
C -6.8609 -0.9308 1.8666
C -6.5379 0.3561 1.1247
C -7.1036 1.5712 1.8443
O -7.0706 0.2922 -0.1998
H -7.9441 -1.0751 1.9343
H -6.4546 -1.7904 1.3321
H -6.4473 -0.9207 2.8764
H -5.4566 0.4585 1.0270
H -8.1941 1.5071 1.9111
H -6.8696 2.4840 1.2946
H -6.6978 1.6580 2.8535
H -8.0262 0.2004 -0.1276
C -1.5794 4.4730 -2.8325
C -2.0970 5.2542 -1.6336
C -2.2518 6.7326 -1.9605
O -1.1992 5.0951 -0.5374
H -0.5943 4.8385 -3.1344
H -1.4648 3.4176 -2.5822
H -2.2587 4.5584 -3.6833
H -3.0585 4.8461 -1.3170
H -1.2885 7.1709 -2.2364
H -2.6137 7.2831 -1.0922
H -2.9514 6.8826 -2.7861
H -0.3419 5.4501 -0.8005
C -3.6947 11.4808 -0.4331
C -3.7191 10.1861 0.3659
C -3.9166 10.4568 1.8500
O -2.5012 9.4737 0.1648
H -2.8657 12.1172 -0.1105
H -3.5451 11.2724 -1.4932
H -4.6263 12.0375 -0.3148
H -4.5227 9.5449 0.0002
H -3.0945 11.0610 2.2443
H -3.9244 9.5215 2.4108
H -4.8547 10.9832 2.0357
H -1.7785 10.0253 0.4825
C 8.0428 -5.1755 0.8862
C 7.2168 -4.8096 -0.3388
C 6.9920 -3.3064 -0.4238
O 5.9628 -5.4819 -0.2888
H 7.5253 -4.8763 1.8017
H 8.1900 -6.2557 0.9394
H 9.0210 -4.6901 0.8646
H 7.7259 -5.1559 -1.2411
H 6.4429 -2.9486 0.4504
H 6.3921 -3.0571 -1.3004
H 7.9400 -2.7669 -0.4847
H 5.4855 -5.1923 0.5046
```

Summary:
E_HOMO: -0.1910 Eh
gap between HOMO and LUMO: 0.2668 Eh
DFT total energy: -57962.1833 eV
total charge: -1



2.
Entry from OMol25: 7 unconnected molecules or ions with the total composition C35H65B2BrClN2O12S6 in a non-equilibrium geometry (ωB97M-V/def2-TZVPD).

XYZ file:
```
124
Properties=species:S:1:pos:R:3
C -7.1733 0.7966 -2.0427
C -5.6540 0.7337 -1.5231
O -4.7902 0.5644 -2.6796
C -4.6671 -0.8184 -3.0791
C -3.1269 -1.3232 -2.9057
O -3.1290 -2.2176 -1.7493
C -1.9051 -2.9169 -1.6126
C -0.9786 -2.5030 -0.4108
B -1.5193 -1.2590 0.5360
O -2.3955 -1.6528 1.6147
N -1.0855 0.1436 0.2869
C -0.4086 0.7289 1.4978
C -0.0854 0.2523 -0.8193
N 0.2972 -3.1776 -0.1349
C 1.1816 -2.8426 1.0188
C 0.6075 -3.2701 2.4493
C 0.8642 -2.2446 3.6220
C 0.3242 -2.4997 5.0710
C -0.4867 -3.7998 5.3080
C -0.7526 -4.8573 4.2085
C -0.1949 -4.5577 2.7690
C -0.5206 -5.6359 1.6360
C 0.7359 -4.2384 -1.0325
C -0.0592 -4.7213 -2.2755
C 0.4567 -5.8438 -3.2395
Br 2.2219 -6.7328 -2.9998
C -0.4842 -6.2274 -4.4275
O -0.0571 -7.2407 -5.3593
B 0.4951 -6.4993 -6.4805
O -0.0082 -6.7145 -7.8140
O 1.5427 -5.5076 -6.2929
C -1.8871 -5.5831 -4.6970
Cl -3.0008 -6.0609 -6.0628
C -2.3697 -4.4616 -3.7496
C -1.4373 -4.0587 -2.5679
H -7.8537 1.4634 -1.4137
H -7.5799 -0.2821 -2.0266
H -7.2144 1.2018 -3.1169
H -5.3527 1.7489 -1.0537
H -5.5081 -0.0459 -0.7003
H -5.0941 -1.0528 -4.1201
H -5.3159 -1.4331 -2.3383
H -2.7080 -1.7908 -3.8590
H -2.5486 -0.3733 -2.5781
H -2.4257 -0.9451 2.3059
H -1.0499 0.6747 2.4559
H -0.1849 1.8368 1.3133
H 0.6008 0.2200 1.7430
H 0.2166 1.3603 -0.9556
H -0.4976 -0.1258 -1.8166
H 0.8644 -0.3564 -0.5868
H 1.5249 -1.7421 1.0394
H 2.1548 -3.4522 0.8693
H 1.4583 -1.2812 3.3940
H 0.5290 -1.6976 5.8500
H -0.9119 -3.9811 6.3515
H -1.3600 -5.8054 4.4060
H -1.2040 -6.4419 2.1028
H -1.1231 -5.1801 0.7593
H 0.3990 -6.2047 1.2426
H 1.7430 -4.7571 -0.8155
H -0.4559 -5.8573 -8.0414
H 1.0528 -4.6671 -6.0993
H -3.3741 -3.9641 -3.9388
C -2.8443 3.3924 -3.4024
S -2.0037 2.9974 -1.8563
O -3.0530 2.8246 -0.8054
C -1.2631 4.6277 -1.6197
H -3.4105 2.5159 -3.7212
H -3.5283 4.2300 -3.2527
H -2.1062 3.6427 -4.1674
H -2.0440 5.3894 -1.5789
H -0.5752 4.8386 -2.4407
H -0.7108 4.6243 -0.6779
C -0.1920 3.8644 4.1574
S -0.8100 2.3046 4.8216
O -2.0246 1.9295 4.0321
C -1.3750 2.9781 6.3976
H 0.1812 3.6871 3.1474
H -0.9968 4.5991 4.1215
H 0.6234 4.2309 4.7838
H -2.1076 3.7680 6.2244
H -0.5222 3.3728 6.9526
H -1.8383 2.1734 6.9716
C 6.7597 -3.2548 1.5185
S 5.0855 -3.9264 1.5598
O 4.1832 -2.8537 2.0854
C 5.3804 -5.0937 2.9045
H 6.7979 -2.4694 0.7630
H 7.0184 -2.8337 2.4920
H 7.4642 -4.0452 1.2526
H 5.7224 -4.5600 3.7930
H 6.1286 -5.8256 2.5947
H 4.4439 -5.6078 3.1287
C -2.7316 5.0488 -8.5408
S -1.3786 5.0100 -7.3469
O -1.7748 4.0719 -6.2507
C -1.6166 6.6911 -6.7330
H -2.7936 4.0727 -9.0236
H -3.6734 5.2614 -8.0317
H -2.5316 5.8121 -9.2950
H -2.6267 6.8032 -6.3345
H -1.4518 7.4025 -7.5442
H -0.8912 6.8757 -5.9386
C 8.9264 -0.7104 1.4578
S 10.2621 -0.7484 2.6715
O 9.8433 -1.6742 3.7672
C 10.0265 0.9393 3.2680
H 8.8653 -1.6897 0.9826
H 7.9786 -0.4876 1.9517
H 9.1411 0.0451 0.6996
H 9.0114 1.0615 3.6506
H 10.2082 1.6430 2.4536
H 10.7412 1.1253 4.0716
C -1.7025 7.4639 4.2977
S -0.3597 7.4119 5.5044
O -0.7668 6.4669 6.5895
C -0.5985 9.0888 6.1284
H -1.7640 6.4926 3.8065
H -2.6483 7.6756 4.8000
H -1.4934 8.2325 3.5513
H -1.6116 9.2006 6.5190
H -0.4247 9.8058 5.3239
H 0.1204 9.2654 6.9305
```

Summary:
E_HOMO: -0.3758 Eh
gap between HOMO and LUMO: 0.2182 Eh
DFT total energy: -213810.7423 eV
total charge: +1



3.
Entry from OMol25: a molecular structure, C35H66F6O31Rb in a non-equilibrium geometry (ωB97M-V/def2-TZVPD).

XYZ file:
```
139
Properties=species:S:1:pos:R:3
Rb 1.7662 2.3418 4.5590
C 1.9366 -1.3611 7.5040
O 1.1776 -1.8452 6.3323
O 2.7700 -0.3963 7.2138
C 1.0129 -1.0605 8.7032
F 0.3259 0.1136 8.6539
F 0.0770 -2.0265 8.9207
F 1.7335 -1.0181 9.8443
C 0.0003 -1.1452 6.0458
C -0.7849 -1.7559 4.9225
H -1.4728 -2.5335 5.2649
H -1.3008 -1.0091 4.3140
H -0.1138 -2.2584 4.2171
H 0.3430 -0.1187 5.8928
H -0.6627 -1.0337 6.9138
H 2.4920 -2.2641 7.8523
C 0.4995 0.1117 1.6283
O 1.3455 -0.2976 0.5467
O 1.2320 0.1562 2.7122
C -0.2132 1.4269 1.2993
F -0.8883 1.9156 2.3619
F 0.5875 2.4295 0.8840
F -1.1356 1.2730 0.2965
C 0.7845 -0.9662 -0.5468
C 1.8237 -1.1118 -1.6342
H 2.7815 -1.4508 -1.2340
H 1.4610 -1.8341 -2.3720
H 2.0195 -0.1854 -2.1744
H -0.1076 -0.4720 -0.9549
H 0.4884 -1.9752 -0.2092
H -0.3220 -0.6307 1.8048
C -3.3840 -1.3555 -0.7795
O -3.5178 -0.9059 0.5677
C -4.1859 -1.7145 1.3910
O -4.6955 -2.7564 1.0829
O -4.1732 -1.1761 2.6048
C -4.9215 -1.8190 3.6102
H -2.4550 -1.9257 -0.8490
H -3.1611 -0.4824 -1.3851
H -4.2088 -1.9499 -1.1542
H -4.3329 -2.5790 4.1314
H -5.8124 -2.3133 3.2286
H -5.1732 -1.0804 4.3667
C 0.1273 3.4485 9.3316
O -0.9636 3.8517 8.4905
C -0.7639 3.6326 7.2025
O 0.2487 3.1697 6.7373
O -1.8780 3.9608 6.5616
C -1.8542 3.7347 5.1347
H -0.1674 3.6429 10.3566
H 1.0213 4.0364 9.1121
H 0.3706 2.4000 9.1723
H -1.3262 2.8112 4.9223
H -1.4121 4.6032 4.6530
H -2.9025 3.6502 4.8712
C 1.0788 0.0369 -4.7838
O 0.1367 0.4737 -3.8022
C -1.1334 0.7313 -4.0846
O -1.7469 0.3560 -5.0487
O -1.5392 1.5672 -3.1312
C -2.9137 1.8683 -2.9236
H 0.7718 0.2886 -5.7978
H 1.1478 -1.0479 -4.7231
H 2.0217 0.4864 -4.4929
H -2.8872 2.4687 -2.0190
H -3.5024 0.9598 -2.8671
H -3.3177 2.5593 -3.6688
C 5.2713 0.3365 -2.4641
O 4.6012 1.1624 -3.3907
C 3.7010 2.0125 -2.8894
O 3.4444 2.1513 -1.7308
O 3.1030 2.5912 -3.9285
C 1.8544 3.2444 -3.7067
H 5.6516 0.9482 -1.6415
H 6.1556 -0.1166 -2.9029
H 4.6616 -0.4689 -2.0570
H 1.6980 3.9486 -4.5127
H 1.8825 3.8105 -2.7764
H 1.0481 2.5140 -3.6381
C -0.8340 4.6188 -1.2466
O -1.4870 5.6712 -1.9668
C -1.0837 5.9568 -3.1834
O -0.2549 5.3841 -3.8436
O -1.7828 7.0064 -3.6266
C -1.5832 7.3238 -4.9984
H 0.1682 4.9146 -0.9295
H -0.6818 3.7388 -1.8712
H -1.4517 4.4470 -0.3738
H -1.7990 6.4661 -5.6311
H -0.5294 7.5671 -5.1581
H -2.1774 8.2084 -5.1888
C -1.2037 -4.0672 0.6821
O -0.0750 -4.5529 -0.0004
C 1.0587 -4.8167 0.6387
O 1.2915 -4.5790 1.7797
O 1.8407 -5.4588 -0.2346
C 3.0674 -5.9172 0.2548
H -1.6788 -4.8737 1.2423
H -1.9366 -3.5384 0.0917
H -0.8967 -3.3259 1.4304
H 3.9067 -5.3642 -0.1862
H 3.3539 -6.8860 -0.1678
H 3.1581 -5.9210 1.3341
C 0.3867 -4.8229 -3.1663
O 0.2612 -5.4000 -4.4843
C 1.2017 -6.2476 -4.8463
O 2.1585 -6.5821 -4.1911
O 0.9080 -6.6842 -6.0719
C 1.9262 -7.4513 -6.7037
H -0.0212 -3.8167 -3.1991
H 1.4450 -4.7115 -2.9567
H -0.1331 -5.4749 -2.4759
H 2.6445 -6.7763 -7.1645
H 1.4383 -8.1043 -7.4232
H 2.4414 -8.1188 -6.0127
C 4.2416 -4.0870 -2.7921
O 5.1380 -3.1983 -3.4252
C 4.5969 -2.3474 -4.2859
O 3.4610 -2.2567 -4.6723
O 5.6002 -1.6479 -4.8244
C 5.3083 -0.7776 -5.8962
H 3.5137 -3.5141 -2.2084
H 4.7317 -4.7584 -2.0941
H 3.6671 -4.7352 -3.4568
H 6.2136 -0.2760 -6.2103
H 4.5055 -0.0725 -5.6774
H 4.8968 -1.3699 -6.7237
C -4.2306 2.3848 0.6063
O -5.2976 3.3086 0.7319
C -4.9651 4.5697 0.9783
O -3.8418 4.9861 1.0730
O -6.0807 5.2886 1.0340
C -5.9697 6.6278 1.4621
H -3.3857 2.8292 0.0912
H -4.5972 1.5583 -0.0093
H -3.9811 1.8679 1.5325
H -6.1745 7.2909 0.6173
H -4.9888 6.8988 1.8451
H -6.7322 6.8345 2.2108
```

Summary:
energy above the lowest of the compared OMol25 structures with the same formula, charge and spin: 0.0 kcal/mol
E_HOMO: -0.1456 Eh
gap between HOMO and LUMO: 0.2045 Eh
DFT total energy: -117798.8707 eV
total charge: -1



4.
Entry from OMol25: a molecular structure, C35H67CuN6OPSi2 (ωB97M-V/def2-TZVPD).

XYZ file:
```
113
Properties=species:S:1:pos:R:3
Cu -0.1912 -0.3476 -0.1023
C 3.6785 -2.7756 -1.8985
Si 2.7103 -1.1347 -1.6360
C 4.0587 0.1674 -1.9566
C 1.5033 -0.9558 -3.0789
N 1.8269 -1.0677 -0.2119
C 2.3005 -1.1234 1.0754
C 3.6610 -1.2441 1.3966
C 4.1472 -1.3104 2.7051
C 3.2525 -1.2618 3.7545
C 1.8868 -1.1560 3.4782
C 1.3561 -1.0867 2.1814
N 0.0067 -1.0243 1.9156
Si -1.2336 -1.0199 3.0508
C -1.2828 0.3878 4.3274
C -2.8879 -0.9960 2.1408
C -1.3243 -2.5647 4.1910
H 4.2594 -2.7392 -2.8250
H 3.0428 -3.6655 -1.9530
H 4.3813 -2.9331 -1.0755
H 4.7197 -0.1511 -2.7682
H 4.6704 0.3566 -1.0722
H 3.6089 1.1187 -2.2453
H 1.9999 -0.5760 -3.9767
H 0.7364 -0.2370 -2.7723
H 1.0003 -1.8901 -3.3461
H 4.3760 -1.2680 0.5802
H 5.2149 -1.3816 2.8848
H 3.5963 -1.2954 4.7831
H 1.1962 -1.1097 4.3140
H -0.9694 1.3332 3.8835
H -0.6158 0.1854 5.1693
H -2.2934 0.5193 4.7250
H -2.8501 -0.2686 1.3279
H -3.7064 -0.7293 2.8160
H -3.1231 -1.9631 1.6897
H -0.4133 -2.6659 4.7853
H -1.4666 -3.5065 3.6510
H -2.1642 -2.4642 4.8862
O -1.8766 -1.6184 -1.2098
N -2.5125 -1.1306 -2.2194
C -2.9242 -1.9520 -3.2171
C -3.6506 -1.4774 -4.2840
C -3.9622 -0.1274 -4.3554
C -3.4984 0.7001 -3.3449
C -2.7694 0.1993 -2.2843
H -2.6458 -2.9867 -3.0896
H -3.9660 -2.1732 -5.0492
H -4.5357 0.2677 -5.1824
H -3.6784 1.7654 -3.3738
H -2.2508 0.7939 -1.5133
C -2.4885 2.7658 1.4202
C -1.9326 3.7890 0.4110
C -1.8064 5.1483 1.1019
C -2.9884 3.9151 -0.6964
P -0.3646 2.9756 -0.3799
N -0.6389 1.5111 -0.7118
C 1.0613 3.2731 0.8535
C 2.2379 2.3727 0.4486
C 1.5711 4.7041 1.0433
C 0.5735 2.7313 2.2042
C 0.0482 4.0024 -1.9546
C 1.4875 3.6595 -2.3601
C -0.0905 5.5242 -1.8817
C -0.8278 3.4674 -3.0944
H -3.5812 2.8288 1.4554
H -2.1215 2.9416 2.4297
H -2.2118 1.7526 1.1226
H -2.8027 5.4817 1.4187
H -1.3956 5.9198 0.4507
H -1.1894 5.0928 1.9978
H -3.9646 4.1113 -0.2407
H -3.0603 2.9860 -1.2638
H -2.7799 4.7338 -1.3848
H 2.9104 2.8599 -0.2547
H 1.8801 1.4382 0.0149
H 2.8219 2.1113 1.3360
H 2.0836 5.0810 0.1579
H 2.3011 4.7056 1.8609
H 0.7845 5.4098 1.3066
H 0.1590 1.7272 2.0829
H -0.1687 3.3778 2.6730
H 1.4255 2.6550 2.8864
H 2.2283 4.1548 -1.7355
H 1.6557 3.9864 -3.3923
H 1.6531 2.5821 -2.3138
H 0.4707 5.9578 -1.0553
H -1.1294 5.8399 -1.7884
H 0.2981 5.9632 -2.8089
H -0.8164 2.3769 -3.0718
H -0.4246 3.8097 -4.0539
H -1.8591 3.8091 -3.0287
C 0.0404 -5.5628 -1.2551
C 0.1847 -4.0159 -1.2458
N 0.0701 -3.5393 0.1054
C -1.1963 -3.9111 0.6796
C -1.2426 -5.4510 0.8552
N -0.0102 -6.0018 0.1843
C 1.2265 -5.5314 0.9075
C 1.1718 -3.9821 0.9241
H 0.8864 -6.0766 -1.7132
H -0.8837 -5.9097 -1.7196
H -0.5938 -3.5395 -1.8400
H 1.1511 -3.7118 -1.6416
H -1.9895 -3.5511 0.0254
H -1.2932 -3.4063 1.6368
H -2.1026 -5.9236 0.3790
H -1.1931 -5.7649 1.8987
H -0.0422 -7.0163 0.2185
H 2.0786 -5.9243 0.3515
H 1.2061 -5.9801 1.9008
H 2.0956 -3.5524 0.5389
H 1.0289 -3.5977 1.9339
```

Summary:
energy above the lowest of the compared OMol25 structures with the same formula, charge and spin: 5.7 kcal/mol
E_HOMO: -0.0721 Eh
gap between HOMO and LUMO: 0.1167 Eh
DFT total energy: -118054.1151 eV
total charge: -1



Q: Among the records above, which one has the highest DFT total energy?
A: C35H63FNbO8



Q: The highest total charge belongs to which entry?
A: C35H65B2BrClN2O12S6



Q: The lowest DFT total energy belongs to which entry?
A: C35H65B2BrClN2O12S6